Version 1
Formula: C22H26N4O2
Source: the OMol25 dataset
Level of theory: ωB97M-V/def2-TZVPD

The molecular weight comes out at 378.5 g mol⁻¹. Its net charge is 0. As for the multiplicity: 1.

Geometry (Å):
C (-4.84, -1.55, -0.16)
H (-4.58, -1.09, -1.21)
H (-5.12, -2.46, -0.42)
H (-5.58, -1.00, 0.27)
C (-3.58, -1.77, 0.43)
N (-2.74, -2.71, 0.16)
C (-2.35, -2.62, -1.10)
C (-1.38, -1.25, -1.65)
H (-2.02, -0.34, -1.72)
H (-0.78, -1.46, -2.47)
C (-0.40, -0.87, -0.36)
N (0.82, -0.59, -1.03)
N (2.07, -1.13, -0.35)
C (2.98, 0.00, -0.46)
C (4.28, -0.19, -0.07)
C (4.58, -1.27, 1.02)
N (5.88, -1.53, 1.49)
C (6.72, -0.50, 1.25)
C (6.63, 0.75, 0.29)
C (5.24, 0.83, -0.10)
H (5.01, 1.62, -0.95)
H (7.18, 1.46, 0.32)
H (7.72, -0.49, 1.70)
H (3.86, -1.95, 1.30)
C (2.48, 1.18, -1.67)
H (3.11, 1.01, -2.38)
H (2.61, 1.82, -0.98)
C (1.04, 0.79, -1.63)
C (-0.02, 1.58, -0.84)
C (-0.73, 1.17, 0.16)
C (-1.59, 2.25, 0.68)
C (-1.62, 3.43, 0.19)
C (-0.75, 3.90, -0.72)
C (0.02, 2.82, -1.39)
H (0.64, 3.19, -2.18)
H (-0.75, 5.09, -1.02)
H (-2.20, 4.19, 0.62)
O (-2.37, 1.65, 2.00)
C (-3.22, 2.55, 2.47)
H (-3.81, 2.02, 3.29)
H (-2.54, 3.22, 3.11)
H (-4.09, 3.04, 2.04)
O (-0.91, -0.12, 0.57)
H (0.69, 0.36, -2.63)
C (-0.30, -2.30, 0.35)
C (-1.39, -2.89, 0.98)
H (-1.64, -2.42, 1.97)
H (-1.34, -4.05, 1.25)
H (0.26, -3.02, -0.35)
H (0.38, -2.13, 1.28)
H (-3.11, -2.39, -1.96)
H (-1.69, -3.36, -1.57)
H (-2.96, -0.54, 0.52)
H (-3.80, -1.96, 1.70)

Version 2
Formula: C22H26N4O2
Source: the OMol25 dataset
Level of theory: ωB97M-V/def2-TZVPD

The molecular weight comes out at 378.5 g mol⁻¹. The SMILES is c1ccc(Cc2noc(CN3CCN(CCOc4ccccc4)CC3)n2)cc1. Its net charge is 0. As for the multiplicity: 1.

Geometry (Å):
C (5.00, 6.70, 1.87)
C (4.40, 6.55, 0.63)
C (4.12, 5.29, 0.14)
C (4.45, 4.16, 0.89)
C (5.04, 4.32, 2.13)
C (5.32, 5.59, 2.62)
H (5.79, 5.70, 3.59)
H (5.28, 3.45, 2.72)
C (4.12, 2.78, 0.38)
C (2.85, 2.36, 1.02)
N (2.77, 1.73, 2.15)
O (1.43, 1.59, 2.39)
C (0.80, 2.16, 1.36)
N (1.62, 2.64, 0.49)
C (-0.69, 2.09, 1.27)
N (-1.15, 0.99, 0.44)
C (-0.79, 1.12, -0.96)
C (-1.51, 0.04, -1.76)
N (-1.12, -1.27, -1.28)
C (-1.68, -2.33, -2.09)
C (-1.01, -3.68, -1.78)
O (-1.57, -4.35, -0.67)
C (-2.80, -4.94, -0.79)
C (-3.53, -5.06, -1.96)
C (-4.76, -5.71, -1.95)
C (-5.27, -6.23, -0.78)
C (-4.54, -6.11, 0.40)
C (-3.32, -5.47, 0.39)
H (-2.74, -5.37, 1.30)
H (-4.93, -6.52, 1.32)
H (-6.23, -6.73, -0.77)
H (-5.32, -5.80, -2.87)
H (-3.16, -4.67, -2.90)
H (-1.03, -4.33, -2.66)
H (0.03, -3.50, -1.50)
H (-2.77, -2.42, -1.95)
H (-1.49, -2.09, -3.14)
C (-1.48, -1.39, 0.12)
C (-0.75, -0.32, 0.93)
H (-1.03, -0.40, 1.98)
H (0.33, -0.49, 0.83)
H (-1.19, -2.37, 0.48)
H (-2.57, -1.26, 0.26)
H (-1.23, 0.13, -2.81)
H (-2.60, 0.20, -1.67)
H (-1.10, 2.11, -1.31)
H (0.30, 1.02, -1.11)
H (-1.10, 1.95, 2.28)
H (-1.06, 3.02, 0.85)
H (3.99, 2.79, -0.70)
H (4.90, 2.08, 0.66)
H (3.64, 5.17, -0.82)
H (4.14, 7.42, 0.04)
H (5.22, 7.69, 2.25)

Result of the stability comparison: version 1 is the least stable of them.

Version 1
Formula: C5H4F2
Source: the OMol25 dataset
Level of theory: ωB97M-V/def2-TZVPD

The molecular weight comes out at 102.1 g mol⁻¹. The SMILES is FC1=CCC=C1F. Its net charge is 0. As for the multiplicity: 1.

Geometry (Å):
C (-0.95, 0.77, -0.25)
C (0.33, 1.13, -0.21)
C (1.23, -0.05, 0.07)
C (0.19, -1.22, 0.12)
C (-0.99, -0.57, -0.18)
H (0.42, 2.14, 0.27)
H (1.86, -0.23, -0.83)
H (1.85, 0.11, 0.91)
H (0.36, -2.21, -0.02)
F (-2.06, 1.45, 0.13)
F (-2.24, -1.32, -0.02)

Version 2
Formula: C5H4F2
Source: the OMol25 dataset
Level of theory: ωB97M-V/def2-TZVPD

The molecular weight comes out at 102.1 g mol⁻¹. The SMILES is C#CC(F)(F)C=C. Its net charge is 0. As for the multiplicity: 1.

Geometry (Å):
C (1.38, -2.36, -0.16)
C (1.56, -1.19, -0.09)
C (-0.56, 0.93, 0.50)
C (0.40, 1.09, -0.39)
C (1.78, 0.29, -0.05)
F (2.23, 0.68, 1.15)
F (2.72, 0.61, -1.00)
H (1.01, -3.38, -0.23)
H (-1.66, 1.23, 0.32)
H (-0.28, 0.21, 1.15)
H (0.34, 1.54, -1.46)

Result of the stability comparison: version 2 is the least stable of them.

Version 1
Formula: C4H7FN2O
Source: the OMol25 dataset
Level of theory: ωB97M-V/def2-TZVPD

The molecular weight comes out at 118.1 g mol⁻¹. Its net charge is 0. As for the multiplicity: 1.

Geometry (Å):
C (-3.24, 0.79, -0.06)
C (2.05, 1.58, -0.67)
C (-0.48, -1.83, 0.70)
C (0.04, 0.45, 0.25)
N (-3.39, 1.26, -1.10)
N (1.21, 0.51, -0.14)
O (-0.74, -0.44, 0.74)
F (2.12, -0.97, -0.29)
H (2.76, 0.91, -1.16)
H (1.44, 2.21, -1.34)
H (2.45, 1.99, 0.27)
H (-0.42, -2.35, 1.67)
H (0.56, -1.93, 0.38)
H (-1.29, -2.33, -0.01)
H (-3.06, 0.15, 0.76)

Version 2
Formula: C4H7FN2O
Source: the OMol25 dataset
Level of theory: ωB97M-V/def2-TZVPD

The molecular weight comes out at 118.1 g mol⁻¹. The SMILES is C/C(F)=C\NC(N)=O. Its net charge is 0. As for the multiplicity: 1.

Geometry (Å):
C (-1.77, 1.45, 0.51)
C (-1.68, -0.03, 0.05)
C (-0.55, -0.53, -0.50)
C (1.87, 0.07, 0.00)
H (-2.16, 2.26, -0.26)
H (-0.75, 1.88, 0.75)
H (-2.43, 1.48, 1.40)
H (-0.64, -1.63, -0.92)
H (0.66, 1.10, -1.33)
H (2.58, -1.53, 0.87)
H (0.97, -1.45, 1.17)
N (0.62, 0.32, -0.60)
N (1.76, -1.18, 0.57)
O (2.87, 0.75, -0.11)
F (-2.79, -0.88, -0.11)

Result of the stability comparison: version 1 is the least stable of them.

Version 1
Formula: C6H10FN2
Source: the OMol25 dataset
Level of theory: ωB97M-V/def2-TZVPD

The molecular weight comes out at 129.2 g mol⁻¹. The SMILES is C=C(F)/[NH+]=C(C)\N=C/C. Its net charge is +1. As for the multiplicity: 1.

Geometry (Å):
C (2.88, 0.54, 1.31)
C (-1.71, 0.98, 0.11)
C (1.67, 0.45, 0.76)
C (0.12, -0.41, -0.92)
C (-2.58, 0.44, 1.21)
C (0.11, -1.32, -2.11)
N (-0.90, 0.26, -0.52)
N (1.26, -0.25, -0.39)
F (0.70, 1.12, 1.47)
H (3.00, 1.23, 2.16)
H (3.56, -0.11, 0.81)
H (-2.00, 1.95, -0.08)
H (-3.53, 0.87, 1.20)
H (-2.62, -0.60, 1.08)
H (-2.22, 0.55, 2.28)
H (0.05, -2.41, -1.97)
H (-0.72, -1.19, -2.80)
H (1.01, -1.20, -2.79)
H (1.93, -0.87, -0.80)

Version 2
Formula: C6H10FN2
Source: the OMol25 dataset
Level of theory: ωB97M-V/def2-TZVPD

The molecular weight comes out at 129.2 g mol⁻¹. Its net charge is +1. As for the multiplicity: 1.

Geometry (Å):
C (-4.01, -0.22, 0.30)
C (-2.96, 0.33, 0.49)
C (0.11, -1.20, -0.31)
C (-0.25, -1.60, 0.94)
C (0.88, 1.18, -0.02)
C (1.21, 2.43, -0.69)
N (0.50, 0.14, -0.64)
N (0.32, -1.95, -1.40)
F (-1.87, 1.00, 0.68)
H (-4.91, -0.81, 0.35)
H (-0.26, -1.04, 1.73)
H (-0.58, -2.63, 1.08)
H (1.08, 1.22, 1.06)
H (1.87, 3.12, 0.03)
H (0.13, 2.96, -0.83)
H (1.67, 2.47, -1.70)
H (0.60, 0.26, -1.67)
H (0.21, -2.96, -1.28)
H (0.28, -1.52, -2.28)

Result of the stability comparison: version 2 is the least stable of them.

Version 1
Formula: C19H22N6O3
Source: the OMol25 dataset
Level of theory: ωB97M-V/def2-TZVPD

The molecular weight comes out at 382.4 g mol⁻¹. The SMILES is CCCc1[nH]n(-c2ccc([N+](=O)[O-])cc2)c(=O)c1/C=N/CCCn1ccnc1. Its net charge is 0. As for the multiplicity: 1.

Geometry (Å):
C (2.27, 0.19, 1.89)
C (2.65, -0.10, 0.45)
H (3.12, 0.78, 0.01)
H (3.37, -0.92, 0.42)
C (1.43, -0.52, -0.39)
C (0.41, 0.55, -0.44)
C (-0.80, 0.64, 0.22)
C (-1.41, -0.28, 1.14)
N (-0.81, -1.30, 1.59)
C (-1.49, -2.18, 2.49)
C (-1.32, -3.62, 2.00)
H (-1.91, -4.29, 2.62)
H (-1.69, -3.70, 0.97)
C (0.15, -4.04, 2.03)
N (0.37, -5.28, 1.34)
C (0.72, -5.44, 0.04)
N (0.77, -6.70, -0.30)
C (0.44, -7.40, 0.81)
C (0.19, -6.54, 1.84)
H (-0.10, -6.71, 2.86)
H (0.42, -8.47, 0.80)
H (0.92, -4.62, -0.61)
H (0.75, -3.27, 1.54)
H (0.49, -4.15, 3.07)
H (-2.55, -1.94, 2.59)
H (-1.01, -2.08, 3.47)
H (-2.44, -0.01, 1.42)
C (-1.45, 1.87, -0.20)
O (-2.52, 2.35, 0.11)
N (-0.54, 2.46, -1.11)
C (-0.61, 3.70, -1.72)
C (-1.84, 4.35, -1.84)
C (-1.92, 5.57, -2.47)
C (-0.77, 6.16, -2.99)
C (0.47, 5.53, -2.86)
C (0.55, 4.31, -2.23)
H (1.51, 3.84, -2.11)
H (1.35, 6.01, -3.25)
N (-0.84, 7.43, -3.65)
O (-1.93, 7.96, -3.73)
O (0.18, 7.89, -4.10)
H (-2.86, 6.09, -2.58)
H (-2.73, 3.89, -1.43)
N (0.59, 1.67, -1.18)
H (1.18, 1.73, -1.99)
H (0.96, -1.39, 0.07)
H (1.76, -0.76, -1.40)
H (1.61, 1.05, 1.95)
H (1.74, -0.66, 2.33)
H (3.16, 0.39, 2.49)

Version 2
Formula: C19H22N6O3
Source: the OMol25 dataset
Level of theory: ωB97M-V/def2-TZVPD

The molecular weight comes out at 382.4 g mol⁻¹. The SMILES is CC(C)CC(=O)Nc1ccc(-c2nnn(CC(=O)NCc3ccco3)n2)cc1. Its net charge is 0. As for the multiplicity: 1.

Geometry (Å):
C (6.32, 3.15, 1.35)
H (6.66, 2.46, 2.12)
H (6.09, 4.10, 1.83)
C (5.09, 2.61, 0.63)
C (4.59, 3.60, -0.41)
H (4.32, 4.55, 0.06)
H (3.72, 3.21, -0.94)
H (5.37, 3.80, -1.14)
C (5.42, 1.26, -0.03)
C (4.19, 0.62, -0.65)
O (4.00, 0.57, -1.84)
N (3.33, 0.13, 0.29)
C (2.10, -0.49, 0.12)
C (1.53, -0.73, -1.13)
C (0.30, -1.35, -1.22)
C (-0.38, -1.74, -0.08)
C (0.18, -1.50, 1.18)
C (1.40, -0.88, 1.27)
H (1.84, -0.70, 2.25)
H (-0.36, -1.80, 2.06)
C (-1.69, -2.35, -0.19)
N (-2.45, -2.72, 0.84)
N (-3.53, -3.17, 0.24)
N (-3.46, -3.09, -1.07)
N (-2.32, -2.59, -1.36)
C (-4.75, -3.49, 0.93)
H (-5.28, -4.27, 0.37)
H (-4.52, -3.81, 1.94)
C (-5.57, -2.18, 0.98)
O (-5.94, -1.68, 2.01)
N (-5.78, -1.67, -0.26)
H (-5.35, -2.15, -1.04)
C (-5.94, -0.23, -0.44)
C (-4.59, 0.36, -0.68)
C (-3.56, 0.61, 0.18)
C (-2.46, 1.00, -0.62)
C (-2.89, 0.95, -1.90)
O (-4.18, 0.56, -1.95)
H (-2.41, 1.15, -2.83)
H (-1.48, 1.26, -0.28)
H (-3.59, 0.52, 1.25)
H (-6.39, 0.17, 0.47)
H (-6.59, -0.05, -1.30)
H (-0.14, -1.53, -2.19)
H (2.06, -0.43, -2.02)
H (3.62, 0.23, 1.26)
H (5.85, 0.58, 0.71)
H (6.15, 1.42, -0.82)
H (4.29, 2.46, 1.37)
H (7.13, 3.31, 0.65)

Result of the stability comparison: version 1 is the least stable of them.

Version 1
Formula: C6H8N2OS
Source: the OMol25 dataset
Level of theory: ωB97M-V/def2-TZVPD

The molecular weight comes out at 156.2 g mol⁻¹. Its net charge is 0. As for the multiplicity: 1.

Geometry (Å):
C (-3.01, 1.17, 0.75)
C (-4.76, 0.65, -0.50)
C (-2.56, -0.03, 0.21)
C (-1.37, -0.80, 0.38)
C (1.38, -0.09, -0.98)
C (1.18, -0.14, 0.57)
N (-4.22, 1.52, 0.28)
N (-1.14, -2.00, 0.22)
O (0.00, 0.32, 1.02)
S (-3.78, -0.82, -0.81)
H (-2.44, 1.80, 1.35)
H (-5.77, 0.59, -0.57)
H (0.87, 0.73, -1.54)
H (2.42, -0.09, -1.13)
H (0.97, -0.95, -1.48)
H (2.01, 0.57, 1.04)
H (1.31, -1.14, 1.02)
H (-0.23, -2.56, 0.50)

Version 2
Formula: C6H8N2OS
Source: the OMol25 dataset
Level of theory: ωB97M-V/def2-TZVPD

The molecular weight comes out at 156.2 g mol⁻¹. The SMILES is C/C=C/SCC(=O)N=C=N. Its net charge is 0. As for the multiplicity: 1.

Geometry (Å):
C (-3.10, -0.34, 0.95)
C (-2.23, 1.51, -0.34)
C (-1.61, 1.20, -1.68)
C (0.27, -0.80, -1.00)
C (2.06, -0.43, 0.83)
C (0.77, -0.13, 0.06)
N (-3.29, -1.16, 1.83)
N (-3.08, 0.51, 0.08)
O (-2.09, 2.49, 0.35)
S (-1.12, -0.55, -2.06)
H (-2.45, 1.29, -2.37)
H (-0.87, 2.01, -2.20)
H (0.63, -1.82, -1.27)
H (2.90, -0.67, 0.20)
H (1.86, -1.43, 1.45)
H (2.19, 0.37, 1.56)
H (0.30, 0.89, 0.31)
H (-3.08, -2.10, 1.63)

Result of the stability comparison: version 1 is the least stable of them.

Version 1
Formula: C18H26CrN6SSe3Te2
Source: the OMol25 dataset
Level of theory: ωB97M-V/def2-TZVPD

The molecular weight comes out at 902.6 g mol⁻¹. Its net charge is -2. As for the multiplicity: 5.

Geometry (Å):
Cr (-0.41, -1.52, -0.06)
C (2.53, 4.13, 0.41)
C (2.49, 2.82, 1.09)
N (3.26, 2.45, 2.07)
N (2.85, 1.18, 2.32)
C (1.81, 0.77, 1.56)
S (0.99, -0.66, 1.86)
N (1.62, 1.83, 0.73)
N (0.57, 1.99, -0.18)
H (3.30, 4.75, 0.87)
H (1.56, 4.63, 0.49)
H (2.76, 4.02, -0.66)
H (3.21, 0.66, 3.10)
H (0.92, 2.61, -0.90)
H (0.45, 1.06, -0.66)
Se (-1.10, -3.81, -1.01)
Te (-3.05, -5.25, -1.56)
Te (-2.69, -5.00, 2.71)
Se (-0.99, -3.53, 1.51)
C (3.18, -3.26, 0.12)
N (4.24, -2.26, 0.02)
C (5.57, -2.53, -0.26)
C (6.17, -1.33, -0.40)
N (5.18, -0.38, -0.21)
C (5.33, 1.05, -0.42)
C (3.97, -0.94, 0.04)
Se (0.76, -0.68, -1.98)
H (3.60, -4.25, -0.04)
H (2.42, -3.04, -0.62)
H (2.72, -3.22, 1.11)
H (5.97, -3.53, -0.32)
H (7.20, -1.08, -0.62)
H (6.31, 1.25, -0.85)
H (5.24, 1.59, 0.53)
H (4.55, 1.39, -1.09)
C (-4.04, -1.93, -0.22)
C (-3.53, -0.58, 0.28)
C (-3.88, -0.47, 1.77)
C (-2.04, -0.38, 0.12)
C (-4.19, 0.53, -0.55)
C (-4.98, 1.54, 0.00)
C (-5.51, 2.55, -0.80)
C (-5.25, 2.58, -2.16)
C (-4.47, 1.57, -2.72)
C (-3.94, 0.57, -1.92)
H (-3.62, -2.74, 0.37)
H (-3.78, -2.11, -1.26)
H (-5.13, -1.98, -0.13)
H (-3.42, -1.31, 2.29)
H (-4.96, -0.52, 1.94)
H (-3.49, 0.45, 2.21)
H (-1.77, 0.66, 0.30)
H (-5.19, 1.55, 1.06)
H (-6.11, 3.33, -0.35)
H (-5.66, 3.36, -2.78)
H (-4.24, 1.59, -3.78)
H (-3.30, -0.19, -2.36)

Version 2
Formula: C18H26CrN6SSe3Te2
Source: the OMol25 dataset
Level of theory: ωB97M-V/def2-TZVPD

The molecular weight comes out at 902.6 g mol⁻¹. Its net charge is -2. As for the multiplicity: 5.

Geometry (Å):
Cr (1.56, 0.03, -0.63)
C (7.29, -0.11, -0.21)
C (6.17, -0.18, 0.77)
N (6.28, -0.10, 2.06)
N (4.98, -0.25, 2.49)
C (4.07, -0.29, 1.50)
S (2.50, 0.19, 1.59)
N (4.85, -0.33, 0.40)
N (4.31, -0.36, -0.87)
H (8.23, -0.13, 0.33)
H (7.23, 0.81, -0.79)
H (7.24, -0.95, -0.90)
H (4.74, 0.10, 3.40)
H (4.83, 0.24, -1.50)
H (4.20, -1.31, -1.22)
Se (1.54, 0.42, -2.86)
Te (1.04, 1.12, -5.22)
Te (2.02, 4.61, -1.78)
Se (2.14, 2.23, -0.94)
C (-1.78, -1.18, -2.76)
N (-1.81, -1.64, -1.38)
C (-2.14, -2.96, -1.05)
C (-1.87, -3.11, 0.25)
N (-1.36, -1.90, 0.72)
C (-0.57, -1.88, 1.94)
C (-1.28, -0.99, -0.30)
Se (1.88, -2.36, -0.72)
H (-2.54, -1.73, -3.31)
H (-0.81, -1.37, -3.20)
H (-1.98, -0.12, -2.82)
H (-2.48, -3.66, -1.79)
H (-1.93, -3.98, 0.89)
H (-1.22, -1.92, 2.82)
H (0.03, -0.98, 1.98)
H (0.11, -2.73, 1.93)
C (-1.25, 1.24, 2.14)
C (-1.65, 1.32, 0.67)
C (-1.36, 2.76, 0.23)
C (-0.87, 0.35, -0.31)
C (-3.14, 1.01, 0.46)
C (-3.77, 1.43, -0.71)
C (-5.10, 1.13, -0.97)
C (-5.86, 0.40, -0.05)
C (-5.25, -0.02, 1.12)
C (-3.90, 0.27, 1.37)
H (-0.17, 1.36, 2.22)
H (-1.53, 0.32, 2.64)
H (-1.72, 2.07, 2.69)
H (-0.42, 3.11, 0.66)
H (-2.16, 3.43, 0.57)
H (-1.25, 2.86, -0.85)
H (-1.13, 0.71, -1.29)
H (-3.21, 2.00, -1.44)
H (-5.56, 1.47, -1.90)
H (-6.90, 0.18, -0.24)
H (-5.82, -0.58, 1.86)
H (-3.46, -0.08, 2.29)

Result of the stability comparison: version 1 is the least stable of them.